[1]
Formula: C49H44ClN8O8Rb
Source: the Open Molecules 2025 dataset
Level of theory: ωB97M-V/def2-TZVPD

Summary:
**Kohn-Sham gap**: 4.8400 eV
**Total charge**: -2
**F_max**: 2.70 eV/Å
**Lowest unoccupied orbital energy**: 3.31 eV
**Highest occupied orbital energy**: -1.5276 eV
**Electronic energy**: -3417.93623 Eh

Cartesian coordinates (Å):
Rb: -13.089 -4.756 20.432
C: -13.691 -0.147 13.379
C: -13.290 -1.088 14.472
C: -12.349 -2.026 14.271
C: -11.746 -2.760 15.295
C: -10.797 -3.661 14.828
N: -10.044 -4.534 15.402
C: -9.891 -5.039 16.789
C: -8.400 -5.124 17.112
C: -7.762 -3.857 17.694
N: -8.354 -3.492 18.955
C: -7.757 -2.635 19.760
C: -8.393 -1.988 20.825
C: -7.718 -0.917 21.445
C: -8.359 -0.055 22.276
C: -7.655 1.024 22.973
C: -9.725 -0.342 22.538
C: -10.459 -1.355 21.964
C: -11.934 -1.369 22.173
N: -12.829 -1.939 21.483
C: -14.207 -1.711 21.921
C: -15.159 -1.337 20.788
C: -14.878 -0.075 19.847
N: -14.586 -0.414 18.498
C: -13.731 -1.325 18.255
C: -13.247 -1.632 16.881
C: -13.656 -0.864 15.816
C: -12.222 -2.644 16.716
O: -11.843 -3.326 17.649
C: -9.786 -2.305 21.101
O: -10.394 -3.245 20.560
H: -12.985 -0.370 12.576
H: -13.589 0.914 13.717
H: -14.701 -0.228 12.994
H: -12.028 -2.088 13.236
H: -10.591 -3.507 13.785
H: -9.483 -5.064 14.762
H: -10.363 -6.024 16.885
H: -10.505 -4.397 17.452
H: -7.962 -5.404 16.186
H: -8.207 -5.993 17.710
H: -7.919 -3.021 16.980
H: -6.666 -4.096 17.797
H: -9.354 -3.705 19.217
H: -6.795 -2.305 19.462
H: -6.686 -0.749 21.143
H: -6.603 1.075 22.723
H: -7.779 0.951 24.073
H: -8.128 1.936 22.794
H: -10.302 0.293 23.202
H: -12.244 -0.717 23.019
H: -14.208 -0.958 22.757
H: -14.654 -2.590 22.362
H: -16.168 -1.179 21.229
H: -15.231 -2.215 20.158
H: -14.046 0.480 20.296
H: -15.743 0.589 19.955
H: -13.232 -1.899 19.017
H: -14.394 -0.061 16.039
O: -14.348 -5.574 22.972
C: -15.045 -4.963 23.888
C: -14.558 -4.935 25.236
C: -15.346 -4.529 26.304
C: -16.648 -4.112 26.099
C: -17.126 -4.094 24.774
C: -16.372 -4.404 23.677
C: -16.982 -4.321 22.331
N: -16.400 -4.241 21.197
N: -17.275 -4.030 20.142
C: -16.643 -3.830 19.022
O: -15.445 -3.920 18.767
C: -17.711 -3.303 18.082
C: -17.399 -3.036 16.784
C: -18.362 -2.573 15.873
C: -19.689 -2.509 16.279
C: -20.032 -2.819 17.619
C: -19.027 -3.146 18.483
H: -13.587 -5.398 25.337
H: -14.973 -4.596 27.345
H: -17.315 -3.833 26.946
H: -18.125 -3.668 24.629
H: -18.096 -4.326 22.275
H: -16.347 -3.042 16.552
H: -18.026 -2.255 14.893
H: -20.465 -2.246 15.632
H: -21.078 -2.805 17.952
H: -19.270 -3.389 19.504
O: -8.979 -10.446 19.300
C: -10.237 -10.714 19.632
O: -10.542 -11.814 20.096
C: -11.218 -9.653 19.593
C: -12.575 -9.842 19.754
Cl: -13.548 -11.273 19.917
N: -13.190 -8.687 19.722
N: -12.302 -7.690 19.585
C: -11.107 -8.245 19.494
C: -9.913 -7.326 19.187
O: -8.855 -7.926 18.896
O: -10.035 -6.113 19.292
C: -14.614 -8.333 19.619
C: -15.222 -8.495 18.356
C: -16.474 -7.945 18.135
C: -17.122 -7.265 19.171
C: -16.555 -7.161 20.423
C: -15.270 -7.677 20.646
H: -8.794 -9.427 19.059
H: -14.675 -9.114 17.616
H: -16.991 -8.099 17.187
H: -18.057 -6.785 19.027
H: -17.038 -6.628 21.204
H: -14.753 -7.537 21.573

Cartesian forces, eV/Å:
-0.20 -0.04 -0.05
0.43 0.60 0.13
-0.12 0.65 0.55
-0.30 1.01 -1.10
0.20 -1.18 1.44
-0.89 1.64 0.18
1.13 -1.72 0.86
-0.51 0.38 0.65
-0.83 0.14 0.19
0.33 -0.87 -1.09
0.03 0.34 0.89
-1.75 -0.31 -0.36
0.00 -0.69 -0.27
-0.02 0.21 -0.34
-0.14 -1.43 0.05
0.23 -0.32 1.64
-0.94 -0.24 -0.15
-0.01 0.23 0.09
0.16 0.41 0.33
0.00 -0.09 0.32
-0.02 1.42 0.51
-0.52 0.92 -0.34
-0.02 -1.12 2.46
0.49 0.02 -1.35
-0.15 0.39 -0.37
-0.51 1.23 -0.26
-1.29 0.18 1.08
-0.79 0.56 -1.84
0.27 -0.31 1.04
-0.40 0.25 -0.38
0.36 -0.06 -0.08
-0.23 0.53 -0.33
0.14 -0.74 -0.34
-0.32 -0.31 0.05
0.43 -0.54 0.01
0.08 -0.42 -0.53
0.25 -0.07 -0.22
0.22 0.12 -0.36
0.73 -0.46 -0.54
1.09 0.17 -1.07
-0.09 -0.18 0.82
0.32 -0.29 0.24
-0.96 0.64 0.11
0.64 -0.20 -0.03
1.08 0.14 -0.16
0.04 0.04 0.20
0.19 0.06 -0.03
0.40 -0.34 -0.36
-0.54 1.85 -0.70
0.19 0.29 0.09
0.11 -0.16 -0.15
-0.06 -0.24 -0.60
0.27 -0.68 0.04
0.62 -0.32 -0.13
-0.16 -0.09 -0.20
0.17 0.08 -0.18
0.09 -0.13 -0.57
0.10 -0.24 0.51
0.59 -0.60 -0.04
-0.84 1.20 0.83
0.78 -1.14 -0.82
-0.50 0.01 -0.18
0.68 -0.38 0.50
-1.00 0.17 -0.12
-0.72 1.17 1.38
0.98 -0.84 -1.25
-0.79 -0.11 0.03
0.51 0.12 0.59
0.21 -0.63 2.23
-1.75 0.68 0.30
1.43 -0.04 -1.16
0.42 -0.58 -0.50
0.22 1.08 -0.92
0.05 -0.20 0.56
0.76 -0.53 1.38
0.01 0.41 -1.38
-0.74 -0.60 0.95
0.19 0.12 0.32
-0.03 0.05 -0.65
0.59 -0.18 -0.75
0.09 -0.33 -0.15
0.37 0.23 0.37
0.25 -0.26 -0.38
-0.26 -0.11 -0.12
-1.01 0.52 -1.19
0.46 0.11 -0.17
0.06 0.07 0.13
0.03 0.70 -0.41
1.11 -1.49 1.33
0.33 0.80 -0.88
-0.37 0.48 -0.15
-0.48 -2.18 0.00
0.52 0.41 -0.06
-1.39 1.73 0.19
0.06 0.69 -0.21
-0.17 0.65 -0.40
-0.58 -0.40 1.12
1.35 -0.97 -0.67
-0.68 0.49 0.15
0.08 0.10 -0.83
0.75 -0.63 0.33
-0.19 -0.34 0.11
0.56 -0.34 0.08
1.13 -0.62 -0.45
0.08 -0.27 -0.46
-0.93 -0.67 0.33
-0.51 0.69 0.31
0.27 0.18 0.15
-0.76 0.27 -0.34
-0.30 0.29 0.45
0.04 0.27 0.56



[2]
Formula: C49H46AsN7O5PtS
Source: the Open Molecules 2025 dataset
Level of theory: ωB97M-V/def2-TZVPD

Summary:
**Kohn-Sham gap**: 7.0952 eV
**F_max**: 0.59 eV/Å
**Lowest unoccupied orbital energy**: 0.33 eV
**Relative energy (zero: lowest compared OMol25 entry of this formula, charge and spin)**: 0.227 eV
**Highest occupied orbital energy**: -6.7693 eV
**Electronic energy**: -5407.60072 Eh

Cartesian coordinates (Å):
Pt: -0.559 -0.274 -1.117
O: 1.381 0.566 -1.371
As: 2.680 1.355 -0.722
C: 4.103 0.172 -0.240
C: 4.328 -0.946 -1.037
C: 5.379 -1.796 -0.734
C: 6.192 -1.532 0.360
C: 5.961 -0.418 1.154
C: 4.915 0.442 0.854
C: 2.284 2.466 0.786
C: 2.002 1.850 1.999
C: 1.630 2.620 3.090
C: 1.540 4.000 2.964
C: 1.824 4.614 1.750
C: 2.197 3.849 0.654
C: 3.314 2.511 -2.115
C: 2.527 2.629 -3.254
C: 2.941 3.459 -4.287
C: 4.132 4.161 -4.178
C: 4.918 4.037 -3.039
C: 4.510 3.210 -2.004
H: 3.674 -1.159 -1.875
H: 5.549 -2.672 -1.346
H: 7.006 -2.204 0.600
H: 6.588 -0.224 2.015
H: 4.718 1.300 1.486
H: 2.048 0.777 2.133
H: 1.408 2.115 4.021
H: 1.255 4.603 3.817
H: 1.765 5.692 1.659
H: 2.416 4.329 -0.293
H: 1.607 2.059 -3.320
H: 2.335 3.552 -5.179
H: 4.454 4.806 -4.985
H: 5.849 4.581 -2.960
H: 5.127 3.108 -1.118
S: -2.706 -0.779 -1.572
C: -3.586 -0.273 -0.117
C: -3.183 -0.675 1.158
C: -3.900 -0.273 2.273
C: -5.034 0.522 2.138
C: -5.440 0.918 0.873
C: -4.717 0.529 -0.248
H: -2.286 -1.275 1.267
H: -3.569 -0.583 3.256
H: -5.593 0.831 3.013
H: -6.318 1.540 0.753
H: -5.028 0.852 -1.234
O: 1.428 -1.019 3.317
C: 1.107 -1.461 2.199
O: 0.267 -0.984 1.392
C: 1.809 -2.730 1.729
C: 2.037 -3.787 2.599
C: 2.614 -4.985 2.165
C: 2.982 -5.051 0.842
O: 3.546 -6.107 0.160
C: 3.830 -5.612 -1.143
O: 3.213 -4.337 -1.286
C: 2.783 -3.991 -0.019
C: 2.192 -2.822 0.386
H: 1.752 -3.663 3.635
H: 2.772 -5.819 2.835
H: 3.418 -6.295 -1.888
H: 4.916 -5.510 -1.262
H: 1.996 -2.008 -0.296
C: -1.956 2.644 -2.349
C: -1.610 2.530 -0.911
N: -1.127 1.473 -0.297
C: -0.972 1.773 1.041
C: -1.377 3.046 1.234
N: -1.785 3.517 0.000
C: -2.427 4.777 -0.235
N: -3.857 4.652 -0.242
N: -4.517 4.651 -1.427
N: -5.756 4.435 -1.227
C: -5.959 4.282 0.129
C: -7.132 4.038 0.848
C: -7.017 3.935 2.214
C: -5.769 4.071 2.859
C: -4.608 4.310 2.164
C: -4.733 4.416 0.776
H: -1.612 1.746 -2.856
H: -1.485 3.523 -2.793
H: -3.035 2.735 -2.483
H: -0.573 1.023 1.706
H: -1.391 3.664 2.113
H: -2.147 5.180 -1.207
H: -2.112 5.473 0.545
H: -8.081 3.938 0.342
H: -7.895 3.743 2.814
H: -5.726 3.973 3.936
H: -3.656 4.391 2.669
N: -0.042 -2.120 -1.772
C: -0.479 -3.164 -1.499
N: -0.893 -4.354 -1.208
C: -1.895 -5.039 -2.031
C: -1.431 -6.464 -2.298
C: -1.084 -7.184 -0.996
C: -0.051 -6.398 -0.191
C: -0.547 -4.989 0.076
H: -2.031 -4.465 -2.946
H: -2.844 -5.030 -1.486
H: -0.553 -6.433 -2.950
H: -2.216 -6.997 -2.838
H: -0.720 -8.190 -1.208
H: -1.994 -7.299 -0.397
H: 0.891 -6.340 -0.746
H: 0.167 -6.888 0.759
H: 0.188 -4.371 0.583
H: -1.455 -5.007 0.690

Cartesian forces, eV/Å:
-0.29 0.30 -0.41
0.41 -0.28 -0.14
0.00 0.21 0.18
-0.01 0.03 0.00
0.04 0.05 -0.07
0.01 0.00 -0.01
-0.01 0.01 0.00
0.01 -0.02 0.00
-0.02 -0.03 0.04
-0.02 -0.08 0.00
0.09 0.01 0.13
0.06 0.05 -0.02
0.03 -0.04 0.04
0.01 0.00 -0.01
-0.06 0.03 -0.03
-0.09 -0.07 -0.05
0.00 0.00 0.00
0.00 0.00 0.01
0.00 0.00 -0.01
0.01 0.01 -0.01
0.05 0.00 0.04
0.01 0.01 0.00
-0.01 0.00 0.01
0.01 -0.01 0.00
0.00 0.00 0.00
0.02 0.00 -0.01
-0.02 -0.09 -0.03
-0.01 0.04 0.02
0.00 0.01 0.01
-0.01 -0.01 0.00
0.00 -0.02 0.01
0.01 0.01 -0.01
0.00 0.00 -0.01
0.00 0.00 0.00
0.00 0.00 0.00
-0.01 -0.01 0.00
-0.33 -0.22 0.16
-0.05 -0.08 0.00
0.02 -0.01 0.00
-0.02 0.03 0.02
0.05 -0.04 0.01
-0.03 -0.03 -0.01
0.00 0.03 0.04
-0.01 0.05 0.00
0.01 0.00 0.02
0.00 0.00 -0.01
0.03 -0.06 0.02
0.00 0.00 -0.03
0.00 0.06 -0.06
0.02 -0.13 0.25
0.13 0.12 0.11
0.06 0.02 -0.03
-0.03 0.04 -0.01
0.04 -0.01 -0.06
0.02 0.06 0.06
-0.07 -0.04 0.01
0.05 0.00 -0.03
-0.03 0.01 0.03
0.02 -0.02 0.01
-0.02 -0.06 -0.03
0.01 0.00 0.02
0.00 -0.02 0.01
0.05 0.01 0.00
-0.02 0.00 0.00
-0.07 -0.01 0.01
0.02 0.01 -0.02
-0.20 0.04 -0.04
0.30 0.09 -0.15
-0.02 -0.16 0.01
-0.05 -0.07 0.06
0.27 -0.04 -0.01
0.00 0.13 0.01
-0.26 0.16 -0.06
0.07 -0.04 0.00
-0.08 0.03 0.00
0.03 0.06 0.02
0.02 0.08 0.02
0.00 0.03 0.00
0.00 -0.02 0.01
0.00 -0.01 0.00
-0.01 -0.04 -0.03
-0.01 0.02 0.01
0.01 0.01 -0.02
0.02 -0.02 0.00
-0.04 -0.02 0.03
-0.02 0.00 0.01
-0.01 -0.03 0.03
-0.05 -0.04 -0.03
-0.03 -0.01 -0.02
-0.02 0.00 0.01
0.00 0.00 0.01
0.00 0.00 0.00
0.00 -0.01 0.01
0.10 0.07 -0.07
0.03 -0.02 0.03
-0.01 0.04 0.02
-0.03 0.01 -0.05
-0.02 -0.03 0.02
0.04 0.00 -0.04
-0.09 0.04 0.02
0.00 -0.03 -0.01
0.00 -0.02 -0.01
0.02 0.00 0.01
0.00 0.00 0.01
0.01 0.01 -0.01
-0.01 0.00 0.01
-0.03 -0.02 0.03
-0.02 0.00 0.00
0.03 -0.01 0.00
0.01 -0.01 -0.01